{"formula": "C6H10", "method": "ωB97M-V/def2-TZVPD", "e_homo_ev": [-8.279, -8.283], "gap_ev": [7.5, 7.5], "relative_energy_ev": 3.891, "species": ["H", "H", "H", "H", "C", "H", "H", "H", "H", "C", "H", "C", "C", "C", "C", "H"], "xyz": [[0.183, 0.632, 1.331], [-0.443, -1.234, 0.010], [-2.930, -1.081, -0.117], [-2.364, -0.288, 1.361], [1.284, 0.829, -0.465], [-0.943, -0.254, -1.369], [-0.501, 1.804, 0.163], [3.171, 0.029, -0.919], [1.377, 1.535, -1.295], [-0.925, -0.290, -0.271], [-2.859, 0.686, -0.036], [-0.013, 0.827, 0.272], [2.118, -1.065, 0.743], [-2.349, -0.235, 0.267], [2.305, -0.051, -0.253], [2.891, -1.845, 0.576]], "atomic_forces_ev_per_a": [[-0.1, 0.0, -0.1], [-0.1, 0.1, -0.1], [0.1, 0.1, 0.1], [0.0, 0.0, -0.1], [0.0, -0.1, 0.0], [0.0, 0.0, 0.1], [0.1, -0.2, 0.0], [-0.1, -0.1, 0.2], [0.0, -0.1, 0.1], [0.0, -0.1, -0.1], [0.1, -0.1, 0.1], [0.1, 0.1, 0.0], [0.3, 0.2, -0.4], [0.0, 0.0, 0.0], [-0.1, -0.1, 0.2], [-0.2, 0.1, 0.0]], "nbo_charge": [0.25, 0.22, 0.21, 0.21, 0.08, 0.19, 0.21, 0.19, 0.19, -0.38, 0.20, -0.49, -0.15, -0.61, -0.44, 0.11]}


{"formula": "C6H10", "method": "ωB97M-V/def2-TZVPD", "e_homo_ev": -9.399, "gap_ev": 10.5, "smiles": "C=CCC(=C)C", "relative_energy_ev": 0.906, "species": ["H", "C", "H", "C", "H", "C", "H", "C", "H", "H", "H", "H", "C", "H", "C", "H"], "xyz": [[1.125, -1.299, -1.969], [1.062, 0.372, 2.399], [1.646, 0.603, -0.595], [-1.764, 0.236, -0.743], [-0.633, -1.620, -2.463], [0.682, 0.542, -0.074], [1.327, -0.198, 3.284], [0.907, -0.208, 1.214], [0.964, 1.449, 2.512], [0.372, 1.571, 0.152], [-2.455, -0.447, -1.245], [-1.994, 0.243, 0.329], [-0.326, -0.144, -0.967], [-1.954, 1.251, -1.116], [0.069, -1.064, -1.846], [0.995, -1.291, 1.116]], "atomic_forces_ev_per_a": [[-0.2, 0.0, 0.0], [0.0, 0.0, -0.1], [-0.1, 0.0, 0.0], [-0.1, 0.0, 0.0], [0.0, 0.1, 0.1], [0.1, 0.1, 0.0], [-0.2, 0.0, -0.1], [0.1, 0.1, 0.2], [0.0, -0.1, 0.0], [0.0, -0.2, -0.1], [0.1, 0.1, 0.0], [0.0, 0.0, -0.1], [0.0, -0.1, -0.1], [0.1, -0.1, 0.1], [-0.1, 0.1, 0.1], [0.0, 0.2, 0.0]], "nbo_charge": [0.19, -0.40, 0.22, -0.65, 0.20, -0.48, 0.20, -0.16, 0.19, 0.21, 0.22, 0.22, 0.04, 0.22, -0.42, 0.20]}


{"formula": "C6H10", "method": "ωB97M-V/def2-TZVPD", "e_homo_ev": -8.238, "gap_ev": 9.2, "relative_energy_ev": 4.059, "species": ["H", "H", "C", "C", "H", "H", "H", "H", "H", "H", "H", "H", "C", "C", "C", "C"], "xyz": [[-0.751, 1.913, 0.766], [-0.836, -1.178, 0.633], [-1.040, 0.930, 1.149], [1.129, -0.212, 0.133], [-1.169, -0.872, -1.727], [1.289, -1.250, -1.793], [-2.133, 0.880, 1.169], [1.592, 0.681, 0.556], [-0.896, 0.882, -1.579], [1.029, -1.135, 1.946], [-0.684, 0.846, 2.181], [1.486, 0.521, -1.946], [0.982, -0.279, -1.396], [-0.470, -0.179, 0.288], [-0.547, -0.105, -1.257], [1.020, -1.443, 0.876]], "atomic_forces_ev_per_a": [[0.0, -0.1, 0.0], [0.0, 0.4, -0.1], [0.1, 0.0, 0.0], [0.2, -0.2, 0.0], [0.1, 0.1, 0.1], [0.0, 0.2, 0.1], [0.1, 0.0, 0.0], [0.0, 0.0, 0.0], [0.1, -0.2, 0.1], [-0.1, -0.1, -0.2], [0.0, 0.0, -0.1], [-0.1, -0.1, 0.1], [0.1, 0.0, -0.1], [-0.4, -0.5, 0.2], [0.0, 0.0, -0.1], [0.1, 0.4, 0.0]], "nbo_charge": [0.21, 0.27, -0.61, -0.32, 0.21, 0.22, 0.22, 0.21, 0.21, 0.12, 0.22, 0.21, -0.41, -0.18, -0.39, -0.19]}